i.
14 unconnected molecules or ions with the total composition C56H154N14O14. Source: OMol25; level of theory: wB97M-V/def2-TZVPD.

- frontier orbital gap (eV) = 9.01
- E_HOMO (eV) = -8.633

Structure (ORCA input):
```
! wB97M-V def2-TZVPD RIJCOSX def2/J DEFGRID3
* xyz 0 1
C 3.5456 2.8746 3.1317
C 5.0000 3.2723 3.3538
C 5.5370 4.0827 2.1811
O 5.5486 3.1954 1.0650
C 5.8024 3.8428 -0.1593
N 5.0340 4.0875 4.5914
H 2.8839 3.6935 2.8402
H 3.0721 2.4840 4.0339
H 3.5369 2.1487 2.3212
H 5.6059 2.3783 3.5294
H 6.5297 4.5044 2.3593
H 4.8189 4.8834 1.9792
H 5.9356 4.9244 -0.0712
H 5.0272 3.7287 -0.9244
H 6.7064 3.4047 -0.5936
H 4.8926 3.4650 5.3825
H 5.9956 4.3935 4.7425
C -1.4384 0.7514 0.3742
C -0.2120 0.0002 0.8617
C 0.9940 0.9033 1.1202
O 1.0806 1.7693 0.0129
C 2.1938 2.6192 -0.0152
N -0.6309 -0.7423 2.0512
H -1.5540 1.7063 0.9014
H -2.3845 0.2158 0.4111
H -1.3286 1.0723 -0.6703
H 0.0941 -0.7066 0.0864
H 1.8876 0.2815 1.2409
H 0.8582 1.4583 2.0585
H 2.4333 3.0043 -1.0100
H 3.1058 2.1139 0.3147
H 2.0535 3.5085 0.6086
H 0.1451 -1.3920 2.2346
H -0.5919 -0.1033 2.8525
C -0.9768 -2.8493 5.5845
C -1.4852 -3.8467 4.5720
C -2.9901 -3.9154 4.3416
O -3.6349 -4.4204 5.4957
C -4.9849 -4.7874 5.2593
N -0.8181 -3.5759 3.2804
H -1.3156 -1.8494 5.2856
H 0.1090 -2.7416 5.6055
H -1.3496 -2.9875 6.5990
H -1.1563 -4.8454 4.8791
H -3.1301 -4.5954 3.4955
H -3.4230 -2.9278 4.1322
H -4.9992 -5.6954 4.6443
H -5.4299 -3.9559 4.7005
H -5.4868 -5.0047 6.1974
H -1.0755 -2.6341 2.9971
H -1.1366 -4.2200 2.5672
C 3.3506 -3.8896 4.2011
C 3.0270 -2.4985 3.6271
C 4.2220 -1.8219 2.9542
O 5.3935 -1.9187 3.7648
C 5.5250 -0.8193 4.6358
N 1.9201 -2.5769 2.6863
H 2.5612 -4.2178 4.8856
H 4.2488 -3.8749 4.8222
H 3.3867 -4.6679 3.4368
H 2.6994 -1.9386 4.5106
H 4.0656 -0.7827 2.6459
H 4.4543 -2.3224 2.0076
H 6.4520 -1.0269 5.1779
H 4.7148 -0.7273 5.3643
H 5.7102 0.1380 4.1367
H 2.1317 -3.2245 1.9154
H 1.1267 -3.0501 3.1400
C 6.0368 6.1641 -6.5839
C 6.6659 4.9430 -5.9061
C 5.6270 4.0422 -5.2772
O 4.8048 4.7560 -4.3794
C 3.9512 3.9052 -3.6715
N 7.4426 4.3100 -6.9660
H 5.3252 5.8654 -7.3574
H 6.7418 6.7850 -7.1384
H 5.5223 6.7674 -5.8330
H 7.3665 5.3166 -5.1453
H 6.0675 3.1498 -4.8129
H 4.9393 3.5962 -6.0116
H 3.2313 3.4240 -4.3453
H 3.3688 4.4486 -2.9263
H 4.4403 3.0869 -3.1290
H 7.9542 3.4883 -6.6559
H 8.1206 4.9578 -7.3377
C -4.5167 -6.9150 1.6700
C -5.0080 -5.5540 1.2186
C -4.0805 -4.8220 0.2582
O -2.8316 -4.5686 0.8597
C -2.0258 -3.7108 0.0812
N -6.3437 -5.7222 0.5922
H -4.4258 -7.6064 0.8238
H -5.2386 -7.3747 2.3414
H -3.5022 -6.8742 2.0705
H -5.1724 -4.9208 2.0956
H -4.5645 -3.9133 -0.1198
H -3.8704 -5.4969 -0.5885
H -2.5979 -2.7958 -0.1085
H -1.7163 -4.0910 -0.8990
H -1.1108 -3.4358 0.6053
H -6.6980 -4.7720 0.4926
H -6.1949 -6.0391 -0.3652
C -8.5813 -2.1171 5.7645
C -7.2039 -1.7226 5.2697
C -6.8317 -2.1019 3.8225
O -5.4905 -1.8208 3.4724
C -5.2757 -1.7093 2.0729
N -7.0473 -0.2730 5.4269
H -9.3565 -1.8439 5.0502
H -8.6731 -1.6011 6.7206
H -8.6557 -3.1789 6.0002
H -6.4289 -2.1776 5.9085
H -7.5017 -1.5380 3.1566
H -7.0088 -3.1652 3.5967
H -4.2412 -1.3835 1.9785
H -5.9701 -0.9922 1.6320
H -5.3785 -2.6749 1.5690
H -6.0944 0.0481 5.4529
H -7.5838 0.0551 6.2137
C 2.3101 -2.1441 -6.0723
C 1.1589 -1.2722 -5.5683
C 1.7162 -0.1126 -4.7394
O 0.6873 0.8443 -4.5034
C 0.9642 1.5103 -3.2922
N 0.2666 -0.8184 -6.6406
H 3.0213 -1.5015 -6.5994
H 2.0389 -2.9877 -6.7016
H 2.8385 -2.5232 -5.1928
H 0.5552 -1.8715 -4.8776
H 2.6015 0.4077 -5.1229
H 2.1128 -0.5270 -3.8008
H 0.7681 0.8593 -2.4353
H 0.3055 2.3698 -3.1460
H 1.9716 1.9246 -3.1963
H 0.8099 -0.2172 -7.2631
H -0.3043 -0.1164 -6.1657
C -2.2365 -4.5914 -3.7110
C -3.5527 -3.8264 -3.5076
C -3.2948 -2.3448 -3.7622
O -2.3033 -1.8618 -2.8723
C -1.8097 -0.6009 -3.2723
N -4.5426 -4.3820 -4.4614
H -1.3931 -4.0953 -3.2293
H -1.9415 -4.7063 -4.7586
H -2.2781 -5.6248 -3.3527
H -3.8304 -4.0946 -2.4859
H -4.2407 -1.8171 -3.5869
H -2.9506 -2.1730 -4.7850
H -1.2565 -0.6957 -4.2126
H -1.0923 -0.2528 -2.5294
H -2.5658 0.1800 -3.3937
H -5.4476 -4.0203 -4.1633
H -4.5871 -5.3732 -4.2392
C 1.7859 -2.3669 -1.2640
C 2.5810 -3.6544 -1.3427
C 1.8734 -4.8445 -0.7161
O 1.8342 -4.6728 0.7067
C 1.2948 -5.7697 1.4105
N 2.7633 -3.9168 -2.7848
H 1.6980 -2.1277 -0.1946
H 0.7759 -2.4409 -1.6731
H 2.2749 -1.4596 -1.6225
H 3.5538 -3.4632 -0.8870
H 2.4244 -5.7861 -0.8428
H 0.8566 -5.0328 -1.0824
H 1.9848 -6.6174 1.4499
H 0.2846 -6.0180 1.0744
H 1.1849 -5.4713 2.4541
H 1.8461 -3.8772 -3.2349
H 2.9302 -4.9092 -2.9727
C 4.6405 0.2436 -1.8556
C 5.2737 -0.6896 -2.9032
C 5.9365 0.0469 -4.0634
O 5.0017 0.5554 -4.9735
C 5.4923 0.7738 -6.2877
N 6.1384 -1.6642 -2.2256
H 5.4535 0.7726 -1.3509
H 4.2030 -0.3619 -1.0534
H 3.8203 0.8555 -2.2263
H 4.4314 -1.2742 -3.3023
H 6.6531 -0.6394 -4.5362
H 6.5744 0.8736 -3.7169
H 4.6898 1.1522 -6.9148
H 5.8713 -0.1785 -6.6624
H 6.2890 1.5197 -6.3198
H 6.0527 -2.5647 -2.6945
H 5.6429 -1.9054 -1.3688
C 1.9569 6.4795 0.1566
C 1.3270 6.3094 -1.2020
C -0.1800 6.5522 -1.2390
O -0.9205 5.6990 -0.4323
C -1.0680 4.3624 -0.8624
N 2.1102 7.1271 -2.1525
H 1.2668 6.1127 0.9235
H 2.1758 7.5300 0.3464
H 2.8295 5.8305 0.2242
H 1.4319 5.2722 -1.5536
H -0.5893 6.5711 -2.2633
H -0.3573 7.5912 -0.9221
H -1.2808 4.3464 -1.9355
H -1.8901 3.8555 -0.3556
H -0.2229 3.7263 -0.5807
H 1.6622 7.0698 -3.0683
H 1.9000 8.0874 -1.8680
C -7.4456 5.1315 -1.4877
C -6.0099 5.2804 -0.9486
C -4.9419 4.4123 -1.5958
O -5.0638 3.1166 -1.0258
C -4.1630 2.1869 -1.5938
N -5.7030 6.7279 -0.9701
H -7.4507 5.2555 -2.5752
H -8.0998 5.8702 -1.0384
H -7.7697 4.1107 -1.2723
H -6.1400 5.0145 0.1048
H -3.9660 4.8566 -1.3640
H -5.0233 4.3922 -2.6901
H -4.2468 1.1937 -1.1548
H -3.1384 2.5563 -1.5332
H -4.4225 2.0122 -2.6456
H -5.3467 6.8957 -1.9112
H -4.9294 6.9028 -0.3335
C -4.1786 1.5540 3.3606
C -3.1366 0.6529 3.9709
C -1.9203 1.4220 4.4528
O -0.8671 0.5265 4.7156
C 0.2894 1.0745 5.2663
N -3.7319 -0.1362 5.0658
H -5.1313 1.0771 3.1210
H -3.8869 2.0577 2.4353
H -4.4610 2.3620 4.0438
H -2.7606 -0.0861 3.2520
H -2.1694 2.0448 5.3255
H -1.5098 2.1506 3.7306
H 0.1132 1.5627 6.2344
H 0.6708 1.8934 4.6369
H 1.0350 0.2914 5.3845
H -4.4705 -0.6732 4.6005
H -3.0547 -0.7920 5.4373
*
```

---

ii.
14 unconnected molecules or ions with the total composition C56H154N14O14. Source: OMol25; level of theory: wB97M-V/def2-TZVPD.

- frontier orbital gap (eV) = 9.31
- E_HOMO (eV) = -8.827

Structure (ORCA input):
```
! wB97M-V def2-TZVPD RIJCOSX def2/J DEFGRID3
* xyz 0 1
C 0.8968 3.7451 5.1955
C 0.7071 2.8551 3.9603
C 1.4834 1.4772 4.0965
O 2.8174 1.7280 4.3139
C 3.7369 0.5947 4.4905
N -0.6911 2.3872 3.7979
H 0.7737 3.1688 6.1103
H 0.2491 4.6138 5.2061
H 1.9228 4.1116 5.1897
H 1.1020 3.3968 3.0903
H 1.2823 0.8323 3.2396
H 0.9764 0.9777 4.9334
H 4.5547 1.0767 4.9215
H 4.0256 0.0734 3.5645
H 3.2409 -0.1200 5.1623
H -1.1573 3.2792 3.5949
H -1.0525 1.9627 4.6341
C 3.3519 2.1960 -3.0316
C 2.5014 3.3302 -3.5676
C 1.8878 4.2243 -2.4819
O 1.3231 3.4699 -1.4433
C 0.6935 4.2368 -0.5171
N 3.3081 4.1777 -4.4661
H 4.0790 2.5067 -2.2927
H 3.9987 1.7042 -3.7003
H 2.7187 1.5282 -2.4656
H 1.6938 2.9097 -4.1591
H 1.1853 4.9036 -2.9731
H 2.6839 4.8065 -2.0590
H 1.3918 4.9739 -0.0795
H 0.2893 3.6166 0.2446
H -0.1758 4.7674 -0.9411
H 3.9068 4.7672 -3.8709
H 2.7181 4.7885 -5.0493
C -2.8353 5.2731 5.2902
C -2.3323 6.2684 4.2602
C -2.7035 5.7767 2.7872
O -1.8810 4.6362 2.4585
C -2.1822 4.2978 1.1185
N -2.9557 7.5694 4.4823
H -2.4255 4.2787 4.9674
H -3.9239 5.2039 5.3576
H -2.4433 5.5638 6.2848
H -1.2664 6.3915 4.2276
H -2.4970 6.6446 2.2132
H -3.7303 5.5113 2.7974
H -1.7621 4.9989 0.3548
H -3.2677 4.3006 0.9795
H -1.7760 3.2962 0.8384
H -3.9367 7.5294 4.7279
H -2.5273 8.1695 5.1651
C 1.3051 -2.0017 3.0016
C 1.1173 -3.1192 3.9821
C 0.9775 -2.7145 5.4941
O 2.1702 -2.1480 5.9119
C 2.1821 -1.6155 7.1916
N -0.0309 -3.8819 3.4654
H 1.4308 -2.3953 1.9511
H 2.1868 -1.4270 3.2381
H 0.5242 -1.2810 3.0846
H 2.0263 -3.7130 3.9944
H 0.7420 -3.6260 6.0786
H 0.1209 -1.9699 5.6309
H 1.5895 -0.6930 7.2918
H 3.1691 -1.3414 7.5941
H 1.7469 -2.3342 7.8787
H -0.1890 -4.6044 4.1771
H -0.8636 -3.3748 3.2343
C -0.6942 1.7514 -6.1738
C -1.4234 3.0550 -6.5364
C -2.5824 3.4165 -5.5850
O -3.2408 4.6437 -5.9695
C -4.1579 5.1550 -5.0091
N -0.4641 4.2110 -6.6750
H -1.4442 0.9343 -6.1557
H -0.2124 1.8501 -5.2179
H 0.0757 1.4476 -6.8952
H -1.8905 2.9359 -7.4894
H -2.2263 3.5807 -4.5787
H -3.3519 2.6056 -5.5310
H -4.5634 6.1002 -5.4249
H -3.6638 5.4006 -4.0500
H -4.9345 4.4370 -4.7991
H 0.0397 3.9229 -7.5006
H -1.0456 4.9721 -7.0167
C 8.9318 -0.9192 -1.5478
C 8.0703 -0.8417 -0.3109
C 6.8292 0.0514 -0.6226
O 6.0433 -0.1150 0.5091
C 4.9109 0.7775 0.3632
N 7.8427 -2.1829 0.2894
H 9.0839 0.0448 -2.0163
H 8.4216 -1.5648 -2.2536
H 9.8887 -1.3798 -1.2403
H 8.5545 -0.2153 0.4904
H 6.2968 -0.3075 -1.5644
H 7.0676 1.1441 -0.6549
H 4.1724 0.4690 -0.4051
H 5.3045 1.7965 0.1889
H 4.3109 0.8017 1.2457
H 7.5906 -2.7993 -0.4777
H 7.0860 -2.2559 0.9426
C 1.1827 0.4604 0.3240
C -0.3013 0.3254 0.0484
C -0.6289 -0.8080 -0.8851
O 0.3172 -0.9220 -1.8996
C -0.0319 -0.1096 -3.0464
N -1.1299 0.1082 1.2876
H 1.4483 0.9750 1.2388
H 1.6348 0.9665 -0.5278
H 1.6090 -0.5353 0.3913
H -0.5550 1.2445 -0.5230
H -1.6520 -0.7475 -1.3174
H -0.5829 -1.6729 -0.2526
H -0.8648 -0.4949 -3.6392
H 0.7849 0.0319 -3.7065
H -0.1769 0.9071 -2.6204
H -1.0998 0.8562 1.9444
H -0.7981 -0.6497 1.8631
C -0.1888 -5.0461 -1.6255
C 0.4941 -4.9901 -3.0106
C 0.2444 -6.2686 -3.8254
O -1.1242 -6.4871 -4.0273
C -1.4661 -7.6833 -4.6894
N 0.1505 -3.7821 -3.8377
H -1.2278 -5.2518 -1.8885
H -0.1850 -4.0752 -1.0857
H 0.2869 -5.8452 -1.0237
H 1.5575 -4.9871 -3.0905
H 0.5794 -7.0887 -3.2209
H 0.8006 -6.1832 -4.7457
H -1.2750 -8.5466 -4.0654
H -0.9607 -7.7950 -5.6302
H -2.5463 -7.6151 -4.8920
H -0.8558 -3.8326 -3.9372
H 0.4478 -2.9538 -3.3793
C -3.7344 -4.9457 7.3970
C -2.8750 -4.2377 6.3676
C -3.8238 -3.8758 5.1953
O -3.0907 -3.3778 4.1102
C -3.9217 -2.8898 3.0579
N -2.2829 -3.0453 6.9190
H -3.1661 -5.2336 8.2646
H -4.1740 -5.8516 6.9703
H -4.4623 -4.2174 7.7203
H -2.1943 -5.0010 5.9096
H -4.5469 -3.0883 5.5955
H -4.2920 -4.8177 4.8994
H -4.6873 -2.1482 3.3424
H -4.4259 -3.7152 2.5499
H -3.2914 -2.4654 2.2806
H -1.9149 -2.4864 6.1355
H -1.5413 -3.2596 7.5992
C 3.4250 -2.5401 -1.1661
C 4.5031 -3.0999 -0.2799
C 4.0093 -3.5859 1.0942
O 5.0943 -4.1645 1.7766
C 4.7577 -4.5531 3.0844
N 5.2466 -4.1338 -0.9985
H 2.6552 -3.3077 -1.3578
H 3.8590 -2.3839 -2.1622
H 2.9930 -1.6461 -0.7599
H 5.1939 -2.2726 -0.0651
H 3.2379 -4.3876 0.9763
H 3.5771 -2.7842 1.6670
H 5.6615 -4.9839 3.5335
H 3.9638 -5.2683 3.1547
H 4.4627 -3.7100 3.7254
H 5.9641 -4.5096 -0.4411
H 4.5443 -4.8415 -1.2016
C -5.4180 1.1140 1.4498
C -5.0713 0.4618 0.0886
C -4.2391 1.4784 -0.7059
O -3.8236 1.0612 -1.9738
C -3.0351 2.1030 -2.4347
N -4.4977 -0.8835 0.2700
H -6.3129 0.6153 1.8495
H -5.5883 2.1947 1.4309
H -4.5577 0.9653 2.1574
H -6.0134 0.3108 -0.4748
H -3.3028 1.7034 -0.0840
H -4.7977 2.4199 -0.7638
H -2.6253 1.6681 -3.3471
H -2.2509 2.3254 -1.7508
H -3.6086 3.0109 -2.7326
H -4.3763 -1.3423 -0.6233
H -3.5825 -0.7875 0.6982
C -4.0046 -4.3019 -3.1443
C -3.7051 -2.8037 -3.3303
C -3.4832 -2.4475 -4.8181
O -4.6496 -2.8647 -5.5529
C -4.5740 -2.6448 -6.9312
N -4.8001 -2.0348 -2.6430
H -3.3887 -5.0318 -3.6994
H -5.0303 -4.5325 -3.4797
H -3.9908 -4.4461 -2.0527
H -2.8259 -2.4453 -2.8315
H -2.5549 -2.9494 -5.1942
H -3.3986 -1.3690 -4.8735
H -5.4610 -3.0746 -7.4133
H -3.6758 -3.0479 -7.4406
H -4.6260 -1.5589 -7.1265
H -5.7283 -2.2982 -2.9833
H -4.5624 -1.0573 -2.7522
C 3.4909 1.2452 -7.0076
C 3.8616 2.4527 -7.8846
C 2.7076 3.4613 -8.1686
O 1.5272 2.7812 -8.6198
C 1.6736 2.3202 -9.9736
N 5.0514 3.1529 -7.3465
H 2.9136 0.5065 -7.5126
H 2.9871 1.5643 -6.0392
H 4.4593 0.8358 -6.7428
H 4.2137 2.0009 -8.8426
H 2.9440 4.3060 -8.8440
H 2.3768 3.7888 -7.1952
H 0.7461 1.8880 -10.2600
H 2.4495 1.5263 -9.9933
H 2.0266 3.1650 -10.5837
H 4.8567 3.4959 -6.3973
H 5.7907 2.4453 -7.2061
C -1.0274 0.8752 8.3471
C -2.5503 0.9018 8.2501
C -2.9369 1.1850 6.7896
O -2.2032 0.3362 5.8775
C -2.8751 0.1374 4.6275
N -3.1078 -0.3338 8.7394
H -0.6746 1.1373 9.3452
H -0.6272 1.6841 7.7037
H -0.5594 -0.0596 8.0366
H -2.9817 1.6907 8.8663
H -2.7271 2.2337 6.6133
H -3.9770 1.0205 6.6297
H -2.1627 -0.3320 3.9358
H -3.2122 1.0876 4.2613
H -3.7285 -0.5013 4.8347
H -4.0187 -0.4644 8.3466
H -2.5648 -1.1793 8.5400
*
```

---

The winner here is i, beating the second structure by 126.1 kJ/mol.